The following is a quantum chemistry calculation of a molecular structure, C19H20AuFIN4O4Si in a non-equilibrium geometry, from the Open Molecules 2025 dataset.

Last column: natural (NBO) charge in e.
CARTESIAN COORDINATES (ANGSTROEM)
1 Au 0.78 -0.36 0.41  0.7570
2 C 3.71 -0.07 -1.12  -1.1325
3 Si 3.63 0.85 0.51  1.7529
4 C 3.95 -0.25 1.98  -1.1270
5 C 4.78 2.32 0.42  -1.1417
6 N 1.87 1.30 0.70  -0.8145
7 C 1.39 2.51 0.47  0.3192
8 C 1.89 3.59 -0.20  -0.1228
9 C 0.97 4.75 -0.14  -0.2936
10 C -1.24 4.79 0.14  -0.3159
11 C -2.15 3.65 0.24  -0.1116
12 C -1.25 2.49 0.13  0.5671
13 F -1.72 1.34 0.62  -0.2927
14 H 4.74 -0.38 -1.33  0.2630
15 H 3.36 0.57 -1.93  0.2520
16 H 3.09 -0.97 -1.11  0.2554
17 H 4.99 -0.60 1.96  0.2625
18 H 3.30 -1.12 1.97  0.2594
19 H 3.79 0.27 2.93  0.2514
20 H 5.80 1.96 0.58  0.2741
21 H 4.59 3.09 1.17  0.2472
22 H 4.76 2.79 -0.57  0.2411
23 H 2.81 3.58 -0.77  0.2657
24 H 1.45 5.72 -0.08  0.2793
25 H -1.65 5.78 0.30  0.2816
26 H -3.20 3.61 -0.01  0.2561
27 I -0.40 6.36 -2.50  0.2518
28 C -0.27 4.73 -1.14  -0.1954
29 C -0.01 4.42 0.99  -0.0329
30 N 0.01 2.90 1.01  -0.4351
31 N -0.84 2.35 -1.23  -0.4125
32 C -0.42 3.39 -1.83  0.1322
33 H 0.11 4.84 1.99  0.2573
34 H -0.13 2.49 1.93  0.4646
35 H -0.13 3.29 -2.87  0.2586
36 O -0.16 -4.08 -0.91  -0.5753
37 C 0.04 -2.90 -1.07  0.7774
38 O -0.22 -1.96 -0.21  -0.8144
39 C 0.63 -2.44 -2.42  -0.1599
40 C 1.11 -3.42 -3.29  -0.1218
41 C 1.68 -3.06 -4.51  -0.2080
42 C 1.79 -1.73 -4.86  -0.1925
43 C 1.31 -0.77 -3.99  0.0662
44 C 0.71 -1.11 -2.78  -0.2031
45 N 1.46 0.65 -4.32  0.5252
46 O 1.74 0.95 -5.46  -0.3365
47 O 1.30 1.47 -3.41  -0.4573
48 H 1.02 -4.46 -3.01  0.2541
49 H 2.05 -3.82 -5.18  0.2336
50 H 2.25 -1.42 -5.79  0.2513
51 H 0.32 -0.32 -2.15  0.2396

Output
⟨S²⟩: 2.037
Charge: +1
Energy: -2078.330509 Eh
Spin multiplicity: 3